(1)
Entry from OMol25: 2 unconnected molecules or ions with the total composition C5H7NO in a non-equilibrium geometry (the ωB97M-V functional and the def2-TZVPD basis).

Structure (XYZ):
```
14
Properties=species:S:1:pos:R:3:forces:R:3
C -0.6533 -1.1615 0.3792 -0.03 0.13 -0.05
C -0.9360 0.0766 -0.0312 -0.02 -0.22 0.07
C -2.3163 0.6761 -0.0701 -0.09 0.01 0.00
C 0.1270 0.9439 -0.4861 0.73 0.63 -0.32
N 0.9509 1.6686 -0.8606 -0.81 -0.71 0.38
H -1.4567 -1.8063 0.7264 0.09 0.10 -0.07
H 0.3590 -1.5560 0.3919 -0.20 0.12 -0.01
H -2.3916 1.5304 0.6110 0.02 -0.11 -0.10
H -3.0572 -0.0728 0.2200 0.10 0.11 -0.03
H -2.5528 1.0341 -1.0775 0.02 -0.04 0.14
C 2.9858 -0.3285 0.0425 -0.06 -0.24 0.17
O 2.5111 -1.2451 0.6702 0.28 0.40 -0.28
H 2.8357 -0.2153 -1.0451 0.04 -0.09 0.11
H 3.5945 0.4557 0.5294 -0.06 -0.08 -0.01
```
Forces are in eV/Å.

Output
- energy relative to the best compared isomer or geometry (same formula, charge and spin) (kcal/mol) = 43.24
- multiplicity = 1
- maximum force (eV/A) = 1.15



(2)
Entry from OMol25: a molecular structure, C33H30GeIN6O4PtS (the ωB97M-V functional and the def2-TZVPD basis).

Structure (XYZ):
```
77
Properties=species:S:1:pos:R:3:forces:R:3
Pt 0.6675 0.4213 0.3789 -0.01 -0.07 0.11
N -1.7204 1.1322 3.8552 0.03 -0.02 -0.01
C -1.4999 2.4165 3.4523 -0.01 0.02 0.01
C -1.8870 3.6339 3.9776 0.00 -0.04 0.01
C -1.4415 4.7424 3.2852 0.02 0.01 -0.04
C -0.6224 4.6428 2.0960 -0.01 -0.01 0.01
C -0.2475 3.4435 1.5745 -0.01 0.05 0.01
C -0.6994 2.2948 2.2591 0.02 -0.03 0.02
N -0.4948 0.9827 2.0035 0.01 0.03 -0.03
C -1.1020 0.2800 2.9933 -0.04 0.00 0.04
C -1.0931 -1.1334 3.1585 0.01 0.01 -0.03
C -1.6751 -1.8105 4.2207 -0.01 -0.01 0.00
S -1.4137 -3.4611 4.0736 0.00 0.00 0.01
C -0.5453 -3.1733 2.6071 0.01 0.00 -0.02
N -0.4496 -1.9360 2.2415 0.00 0.01 0.02
H -2.2448 0.8609 4.6748 -0.01 0.00 0.00
H -2.4900 3.7211 4.8711 0.00 0.01 0.00
H -1.7027 5.7319 3.6392 -0.01 0.00 0.01
H -0.3038 5.5643 1.6270 0.00 0.00 0.00
H 0.3796 3.3657 0.6970 0.00 -0.01 0.00
H -2.2248 -1.4190 5.0640 0.00 0.00 0.00
H -0.1179 -4.0010 2.0573 0.00 0.00 0.00
O -1.9645 0.5743 -0.3452 -0.07 0.06 0.02
N -0.9326 0.0906 -0.7109 0.19 -0.06 -0.09
N 4.2962 0.7584 2.4515 -0.01 0.01 0.00
C 3.2592 0.1404 1.9372 0.01 -0.02 0.06
O 2.2156 0.8059 1.6790 0.02 0.03 -0.12
C 3.3168 -1.3456 1.7419 -0.05 0.01 0.02
I 4.7375 -1.9260 0.2623 0.00 0.00 -0.03
H 4.2797 1.7629 2.5646 0.01 0.00 0.00
H 5.1434 0.2656 2.6944 0.00 0.00 0.01
H 2.3382 -1.7083 1.4434 0.00 0.00 0.00
H 3.6228 -1.8333 2.6656 0.02 0.00 -0.01
C -1.8394 -2.7657 -1.0380 -0.06 0.03 0.08
Ge -1.5209 -1.2605 -2.2001 -0.43 -0.29 -0.43
C -2.8744 -0.4400 -3.2725 -0.03 -0.02 0.04
C -3.0481 -1.0929 -4.4990 -0.02 0.06 0.01
C -4.0832 -0.7233 -5.3431 0.04 -0.04 -0.02
C -4.9318 0.3127 -4.9773 -0.03 0.03 0.01
C -4.7552 0.9711 -3.7673 0.01 -0.01 0.02
C -3.7379 0.5929 -2.9034 0.02 0.01 -0.05
C 0.0883 -1.7754 -3.4263 0.53 0.12 0.13
C 0.2718 -3.2290 -3.6469 -0.21 0.26 -0.04
C 0.6130 -3.7468 -4.8465 -0.18 -0.01 -0.08
C 0.8649 -2.8681 -5.9319 0.06 -0.12 0.01
C 0.7192 -1.4847 -5.8404 -0.19 0.09 -0.03
C 0.9061 -0.6861 -6.9938 0.00 0.12 0.00
C 0.6768 0.6748 -6.9407 0.03 -0.16 -0.02
C 0.2406 1.2376 -5.7459 -0.04 -0.02 0.12
C 0.0448 0.4641 -4.5926 0.18 0.05 -0.08
C 0.3039 -0.8898 -4.6127 -0.22 -0.13 0.10
H -2.4227 -3.5088 -1.5839 0.03 -0.01 -0.02
H -2.4316 -2.4330 -0.1853 -0.01 0.00 -0.01
H -0.9102 -3.2041 -0.6791 0.02 0.01 0.00
H -2.3899 -1.9019 -4.8072 0.00 -0.01 0.01
H -4.2274 -1.2410 -6.2818 -0.01 0.00 0.00
H -5.7392 0.6050 -5.6355 0.01 0.00 -0.01
H -5.4236 1.7738 -3.4868 -0.01 0.00 0.00
H -3.6377 1.0996 -1.9550 0.00 -0.01 0.00
H 0.1023 -3.8806 -2.7978 0.20 0.01 0.05
H 0.7187 -4.8142 -4.9853 -0.01 0.00 0.00
H 1.1844 -3.2918 -6.8794 0.01 0.00 0.01
H 1.2048 -1.1628 -7.9198 0.00 0.02 -0.01
H 0.8079 1.2927 -7.8183 0.01 -0.01 -0.01
H 0.0262 2.2985 -5.7082 0.00 0.00 0.00
H -0.3281 0.9535 -3.7007 0.01 0.00 0.03
O 0.9287 -1.4492 -2.2289 0.02 -0.21 0.30
C 1.9219 -0.5938 -2.1902 0.06 0.13 -0.07
C 3.0659 -0.4906 -3.1450 0.04 0.03 0.01
C 3.8748 0.6759 -2.5723 0.01 -0.03 0.05
C 3.1146 1.1091 -1.3433 -0.02 -0.09 -0.03
O 3.2912 2.0277 -0.6169 -0.01 -0.02 0.02
N 1.9737 0.1904 -1.1674 0.08 0.24 -0.04
H 2.7400 -0.3324 -4.1712 -0.01 0.00 0.02
H 3.6059 -1.4410 -3.1108 0.00 -0.01 -0.02
H 3.9733 1.5221 -3.2510 -0.01 0.00 0.00
H 4.8803 0.3851 -2.2692 0.01 0.02 -0.02
```
Forces are in eV/Å.

Output
- energy relative to the best compared isomer or geometry (same formula, charge and spin) (kcal/mol) = 0.00
- multiplicity = 2
- maximum force (eV/A) = 0.67
- net charge = +4



(3)
Entry from OMol25: a molecular structure, C5H10O (the ωB97M-V functional and the def2-TZVPD basis).

Structure (XYZ):
```
16
Properties=species:S:1:pos:R:3:forces:R:3
C 1.6149 -0.2759 -0.6098 0.00 -0.04 -0.03
C 0.6660 0.6011 0.1944 -0.01 0.02 0.06
C -0.4324 1.3503 -0.5762 0.16 0.10 -0.14
O -1.5458 1.0993 0.2828 -0.28 -0.07 -0.07
C -0.3318 -0.1188 1.1085 0.01 -0.32 0.02
C -1.0418 -1.2627 0.6753 0.26 -0.21 0.17
H 2.2846 -0.8493 0.0407 -0.10 0.09 -0.10
H 2.2332 0.3506 -1.2624 -0.08 -0.10 0.10
H 1.0701 -0.9813 -1.2467 0.08 0.12 0.10
H 1.2447 1.3066 0.8010 -0.08 -0.10 -0.09
H -0.5985 0.9613 -1.5930 0.02 0.05 0.16
H -0.2362 2.4252 -0.6504 -0.02 -0.16 0.00
H -0.3943 0.1853 2.1512 -0.01 -0.02 -0.18
H -1.5676 -1.8549 1.4197 0.07 0.11 -0.11
H -0.6717 -1.8121 -0.1878 -0.05 0.11 0.12
H -1.7574 -0.1839 0.2065 0.03 0.42 0.01
```
Forces are in eV/Å.

Output
- energy relative to the best compared isomer or geometry (same formula, charge and spin) (kcal/mol) = 87.74
- multiplicity = 1
- maximum force (eV/A) = 0.42



(4)
Entry from OMol25: a gas-phase ion, C6H12NOS (charge +1) in a non-equilibrium geometry (the ωB97M-V functional and the def2-TZVPD basis).

Structure (XYZ):
```
21
Properties=species:S:1:pos:R:3:forces:R:3
C -2.2321 -0.2423 0.2415 6.46 4.01 -0.49
C -0.8548 -0.7489 0.3727 0.91 3.88 -0.30
C -0.3403 1.1315 -0.2686 -0.92 -3.45 1.23
C -0.2181 -1.1091 1.7298 0.47 2.53 -0.87
C 0.6169 1.8188 0.6431 -0.36 1.65 -2.19
C -0.1009 0.9873 -1.7574 -4.21 0.93 0.09
N -0.5825 -1.6996 -0.7838 -0.34 -0.60 -0.93
O -3.2160 -0.8847 0.2689 -7.28 -4.79 0.40
S -2.1208 1.4870 0.1796 0.58 1.13 -0.06
H 0.1800 -0.1598 2.3122 -0.96 -1.97 -1.40
H 0.5943 -1.6690 1.3715 1.77 -0.92 0.49
H -0.7965 -1.6942 2.3960 -0.84 -0.56 0.46
H 0.4928 1.6658 1.6372 -1.26 -0.64 3.01
H 0.5222 2.9008 0.5237 -0.44 0.21 -0.13
H 1.6576 1.7270 0.5775 1.68 -0.95 -1.23
H 0.3854 1.8527 -2.1319 0.30 0.91 -0.53
H -1.1716 0.8648 -2.2963 2.46 0.45 1.06
H 0.4633 0.1708 -2.0525 1.64 -1.54 -0.37
H -1.4044 -2.3307 -0.9010 0.69 0.22 0.18
H 0.2629 -2.2775 -0.6310 -0.40 0.23 -0.27
H -0.5199 -1.1775 -1.7277 0.04 -0.74 1.84
```
Forces are in eV/Å.

Output
- energy relative to the best compared isomer or geometry (same formula, charge and spin) (kcal/mol) = 24.65
- multiplicity = 3
- maximum force (eV/A) = 8.73
- net charge = +1



(5)
Entry from OMol25: a molecular structure, C10H10AuBBrF4 in a non-equilibrium geometry (the ωB97M-V functional and the def2-TZVPD basis).

Structure (XYZ):
```
27
Properties=species:S:1:pos:R:3:forces:R:3
C 2.1842 0.0832 -0.0564 0.38 -1.68 0.30
C 2.6408 -0.6659 1.0993 0.90 -0.49 -1.17
C 2.5867 -2.0393 0.7864 0.32 1.48 1.24
H 3.0833 -0.2520 2.0006 -0.16 -0.03 -0.28
C 1.8626 -2.2213 -0.4267 0.19 2.14 -1.81
C 1.7085 -0.9102 -1.0597 0.59 -1.30 1.90
H 1.5382 -0.7121 -2.1020 -0.35 0.00 -0.04
H 2.3420 1.1399 -0.2374 -0.31 -0.14 0.10
H 3.0969 -2.8168 1.3516 -0.69 0.08 0.06
H 1.7458 -3.1704 -0.9250 -0.32 0.02 0.04
Au -0.0195 -0.5980 0.3633 0.00 -0.38 -0.52
Br -1.2721 1.3636 0.9187 -0.30 0.05 0.52
C -3.6058 2.4567 -1.1755 -0.19 -1.38 -2.41
C -3.0593 2.2413 -2.4644 -2.01 -0.55 1.94
C -1.9689 3.1463 -2.6377 0.73 1.46 1.14
H -3.4286 1.5258 -3.2066 0.22 0.31 0.42
C -1.8481 3.9160 -1.4525 0.09 -0.01 -0.50
C -2.8529 3.4882 -0.5411 1.03 0.94 -0.41
H -3.0242 3.8873 0.4636 0.10 -0.21 -0.50
H -4.4504 1.9266 -0.7250 0.46 0.19 -0.28
H -1.3526 3.2502 -3.5370 -0.26 -0.08 0.46
H -1.1160 4.7061 -1.2578 -0.32 -0.46 -0.13
F 0.3955 -2.8860 2.2605 -0.20 0.22 -0.14
B 1.0096 -3.9247 2.9531 1.06 -1.28 0.92
F 2.1169 -3.4674 3.7378 -0.49 0.42 -0.24
F 0.1007 -4.5839 3.8082 0.00 0.33 -0.35
F 1.5869 -4.8830 2.0614 -0.47 0.36 -0.27
```
Forces are in eV/Å.

Output
- energy relative to the best compared isomer or geometry (same formula, charge and spin) (kcal/mol) = 4.80
- multiplicity = 3
- maximum force (eV/A) = 2.85
- net charge = -1



(6)
Entry from OMol25: a molecular structure, BeN4O12 in a non-equilibrium geometry (the ωB97M-V functional and the def2-TZVPD basis).

Structure (XYZ):
```
17
Properties=species:S:1:pos:R:3:forces:R:3
Be -4.9121 2.2898 7.9533 -2.46 0.07 0.13
N -9.4386 0.1750 5.0052 -2.68 -4.71 -0.13
O -10.6340 -0.0687 5.4276 1.28 1.73 0.01
O -8.5058 0.1347 5.8028 0.62 1.30 -0.21
O -9.2744 -0.0223 3.7760 0.82 1.52 0.13
N -6.9897 0.9715 11.2299 0.98 2.49 2.94
O -7.2434 1.0946 12.4280 -2.90 0.99 1.91
O -6.1026 0.2064 11.0707 3.99 -4.52 -3.11
O -7.3324 1.7434 10.3778 -1.79 1.13 -1.78
N -8.2403 6.4598 8.2973 -1.16 -1.50 -0.76
O -8.3310 5.9397 9.4152 -0.15 0.37 0.07
O -9.0565 6.1460 7.3878 0.09 0.23 0.71
O -7.3388 7.2278 8.0135 1.20 1.15 0.05
N -7.9752 2.9580 7.6025 2.32 1.70 -2.44
O -9.0720 3.1469 7.0711 1.34 -0.14 1.82
O -7.0909 3.8535 7.8827 -1.75 -0.90 0.10
O -7.4795 1.7874 7.5777 0.25 -0.91 0.57
```
Forces are in eV/Å.

Output
- E_tot (Ha) = -1135.91893
- multiplicity = 1
- maximum force (eV/A) = 6.79
- net charge = -2



(7)
Entry from OMol25: a single C4H11N3O molecule in a non-equilibrium geometry (the ωB97M-V functional and the def2-TZVPD basis).

Structure (XYZ):
```
19
Properties=species:S:1:pos:R:3:forces:R:3
C -0.6695 -1.2883 0.5825 -2.18 -1.53 -0.03
C -0.9331 1.2757 0.5941 0.03 0.25 0.13
N -0.5048 0.0885 -0.1539 1.01 -0.64 0.48
C 0.9635 -0.0767 -0.3312 1.12 1.96 -1.43
N -1.2351 0.0397 -1.3842 -0.11 -0.12 -0.02
N 1.2503 -1.2257 -1.0459 -0.03 -0.41 0.29
C 1.8264 0.9229 -0.0702 -0.55 -0.88 0.18
O -0.3052 -1.1676 1.9177 0.17 0.41 0.43
H -1.0077 -0.8083 2.4789 -0.03 0.00 -0.11
H -1.7487 -1.5026 0.4660 0.08 0.39 0.23
H -1.0743 -0.8944 -1.7656 0.05 0.15 0.14
H -0.8128 0.7121 -2.0267 0.08 -0.18 0.20
H 0.7134 -1.9851 -0.5559 0.28 0.49 -0.31
H 2.2364 -1.3836 -1.1875 0.04 0.12 -0.01
H -0.7309 2.1760 0.0106 -0.05 -0.05 0.04
H -0.3885 1.3234 1.5354 -0.01 -0.08 -0.10
H -2.0032 1.1847 0.7832 0.13 -0.07 -0.14
H 2.8800 0.7401 -0.1885 0.17 -0.03 -0.07
H 1.5439 1.8692 0.3412 -0.20 0.22 0.10
```
Forces are in eV/Å.

Output
- energy relative to the best compared isomer or geometry (same formula, charge and spin) (kcal/mol) = 131.91
- multiplicity = 1
- maximum force (eV/A) = 2.68



(8)
Entry from OMol25: a molecular structure, C8H15MnN9O3SbSe4 in a non-equilibrium geometry (the ωB97M-V functional and the def2-TZVPD basis).

Structure (XYZ):
```
41
Properties=species:S:1:pos:R:3:forces:R:3
Mn 0.5281 0.1245 -0.4855 -0.20 -1.64 0.43
C -0.9272 -1.1367 2.2680 -0.02 0.53 -0.28
O 0.2550 -0.4640 1.7898 0.00 0.88 -0.10
C 0.8054 0.5754 2.6690 0.01 -0.84 -0.72
C 0.1584 1.9049 2.4169 -0.04 0.20 -0.74
O 0.1063 2.1388 0.9698 -1.31 0.06 0.37
C -1.1464 2.7794 0.5554 0.81 -0.02 0.54
C -1.5160 2.2499 -0.8049 0.09 -0.17 -0.29
O -1.4949 0.7985 -0.8308 -0.41 0.35 0.13
C -2.7729 0.1513 -0.6797 0.18 0.23 0.23
H -0.7349 -1.6208 3.2225 0.20 -0.03 0.01
H -1.1568 -1.9104 1.5243 0.05 0.26 0.23
H -1.7637 -0.4148 2.3849 0.27 -0.29 -0.19
H 1.8763 0.6536 2.4393 -0.36 -0.30 0.06
H 0.6815 0.2722 3.7086 0.05 -0.07 0.03
H 0.7659 2.6850 2.8889 -0.11 -0.01 -0.09
H -0.8479 1.9436 2.8422 -0.05 0.04 -0.19
H -0.9724 3.8669 0.4852 -0.14 -0.30 -0.01
H -1.9261 2.6091 1.3112 0.18 -0.14 -0.14
H -0.7480 2.5903 -1.5060 -0.18 -0.23 -0.10
H -2.4951 2.6200 -1.1366 0.18 -0.10 0.11
H -3.4096 0.3193 -1.5598 0.31 0.01 0.13
H -3.2790 0.5445 0.2120 0.05 -0.13 -0.12
H -2.5858 -0.9171 -0.5502 0.04 0.19 -0.08
N 0.1040 -1.4258 -3.4609 -0.48 -0.17 -1.67
C 0.3297 -2.2581 -2.3920 0.36 0.13 0.69
N 0.5395 -3.5721 -2.4261 0.16 1.16 0.15
N 0.8442 -3.8795 -1.1492 -0.66 0.62 0.97
N 0.7523 -2.8354 -0.3657 0.20 -0.87 -1.18
N 0.4213 -1.7715 -1.1389 -0.36 0.37 -0.12
C 0.3784 -0.0725 -3.4597 0.17 0.72 0.30
N 0.2394 0.7836 -4.4863 0.06 -0.80 0.99
N 0.5954 1.9723 -3.9908 0.96 0.18 1.70
N 0.9794 1.8713 -2.7076 -1.15 -0.06 -2.52
N 0.8132 0.5849 -2.3678 -0.19 -0.23 0.35
H -0.0438 -1.8596 -4.3826 0.22 0.39 0.92
Se 1.6242 -3.4778 2.8832 0.37 0.85 0.07
Sb 3.1591 -2.0594 1.5582 0.71 -1.99 -0.08
Se 2.7504 -0.1658 -0.0868 0.74 0.60 -0.25
Se 4.2431 -0.8077 3.4007 -0.24 0.13 0.35
Se 4.8704 -3.3900 0.4379 -0.47 0.51 0.14
```
Forces are in eV/Å.

Output
- E_tot (Ha) = -12029.31605
- multiplicity = 4
- maximum force (eV/A) = 2.77
- net charge = -1